The following is a DFT calculation (ωB97M-V with the def2-TZVPD basis set) of 14 unconnected molecules or ions with the total composition C42H84O42 in a non-equilibrium geometry.

Geometry as XYZ:
```
168
Properties=species:S:1:pos:R:3:forces:R:3
O -5.707357 -1.935820 2.223539 -3.1 -1.4 -0.1
H 1.320423 -7.599930 0.111649 -0.2 1.2 0.2
H 1.302013 1.707230 -4.543861 -0.3 0.3 -0.3
H -3.611957 1.175110 -0.194811 0.1 0.1 -0.1
H -1.410497 1.400010 2.981979 0.2 0.0 -0.4
O -3.618687 -1.259240 2.135909 0.5 0.5 0.3
C 7.513313 1.967980 3.341159 0.7 1.1 0.7
C -0.898967 3.922380 2.271109 -0.1 0.3 0.5
H -3.381627 8.031850 1.286959 0.0 0.1 0.4
C 0.263533 -7.857120 0.041349 0.3 -0.8 -1.0
H -3.249957 -2.862100 5.297439 0.1 -0.4 0.0
H 8.769223 1.297530 -1.326211 -0.1 -0.1 0.1
O -0.347457 0.749320 -0.054691 1.8 -2.4 -1.5
C -3.637877 -4.315090 -2.822301 -1.1 -4.7 -1.5
C 1.940543 -2.847430 1.564559 -0.3 0.8 -0.6
H 3.782883 5.814830 4.837099 -0.8 -0.4 0.2
O -3.592927 6.088760 1.994359 -2.8 0.8 0.8
C -3.616557 1.684270 0.768949 2.3 0.0 -1.1
H -1.208977 4.791410 -2.078931 -0.2 -0.3 -0.8
H -2.283577 4.097620 -0.863691 -0.5 0.2 -0.5
H 1.740303 -7.509680 4.803709 0.2 0.2 -0.5
H 0.890073 0.449990 -3.503341 -0.5 -0.3 0.2
O 5.791113 3.841040 -2.244941 -0.7 0.4 0.1
O 8.795023 1.629480 3.706889 -0.6 -2.7 -2.9
H 1.432063 -2.140470 2.220119 -0.2 0.1 -0.2
H 4.094443 3.580010 -3.424161 0.2 -0.1 0.0
C -4.506157 -1.897930 2.648849 2.0 -0.7 -0.3
H 1.528613 3.525360 -0.398331 -0.6 -0.5 0.9
H 3.727613 4.298510 -1.887171 0.4 0.0 0.4
H 3.405493 1.621720 4.424629 0.0 0.6 0.2
H 5.551923 0.490170 0.998889 0.4 0.0 0.4
H 1.389883 -4.329270 -3.439911 0.2 0.3 -0.2
O 4.020143 -1.410280 -2.989461 0.1 2.2 -0.9
C -2.428377 5.681290 1.585219 1.5 1.6 -1.5
O 0.365483 -4.062370 3.527079 2.7 -1.3 -0.8
O 2.109093 4.075940 1.536579 0.1 -0.6 -1.1
C 5.801123 1.354080 1.615049 -0.2 1.6 1.9
H -1.878787 -3.394800 0.079649 -0.4 -0.9 -0.8
H 0.173343 -2.970810 -3.194471 0.1 -0.2 -0.8
O -4.868637 3.779400 -0.436181 -1.6 -1.3 2.4
H 2.162723 5.045040 -0.394021 0.6 0.6 0.8
H 2.299613 1.373980 -0.757481 0.1 -0.1 0.1
H 0.974253 -6.026360 5.358169 -0.2 -0.2 0.1
H -0.626557 -5.590110 -2.841811 0.0 1.0 0.2
H 7.331463 0.458630 -1.920201 -0.1 -0.2 0.5
C 5.916313 2.627820 -1.733011 -2.4 -1.9 0.2
C 9.446853 2.065430 4.866779 -1.3 1.9 0.9
C -5.366757 -2.765170 -2.419901 -1.0 1.0 -0.3
O -1.844137 -5.230390 1.157519 0.3 -1.4 -0.2
H 5.075613 1.588140 2.394119 -0.6 -0.4 -0.3
H 10.504873 1.857900 5.026879 -0.1 -0.9 -1.2
H -7.340077 -3.440090 -7.841051 0.2 0.6 0.3
C 1.552473 4.405730 0.243929 0.2 0.7 -0.3
O -4.333517 -5.292790 -3.182841 1.6 2.9 0.9
C -1.637827 -5.487600 -3.235431 0.1 -1.6 0.7
C -2.193617 -3.869080 1.009189 0.6 1.6 -0.6
H 3.468303 0.056290 -0.391521 -0.3 -0.4 -1.0
C 1.149483 -3.387600 -2.946401 -1.2 -0.3 1.4
H -2.474887 -1.482760 -4.855381 0.0 0.3 -0.1
H -2.091877 -2.823740 -5.889701 0.0 0.1 -0.7
H 1.369343 -3.143490 0.684679 -0.3 0.3 0.1
C -6.312057 -3.233120 -8.138431 0.2 -1.2 -0.5
H 6.066413 -1.980620 -2.697341 -0.3 -0.1 -0.7
O -3.613017 -2.742100 -8.196811 -2.0 0.3 1.4
C -7.335957 4.507760 0.503579 -1.0 -0.3 -0.4
H -1.620597 -3.185750 1.635939 -0.2 -0.6 1.1
O 3.788733 -3.456260 -2.161351 -1.1 1.6 -0.4
C 4.190183 5.197960 4.036059 0.3 2.7 0.2
O 1.943853 -5.823160 3.560669 -0.5 1.7 -1.0
H 7.448583 1.028340 -0.154501 0.2 -0.8 -0.2
H -2.061237 -1.074510 -6.541161 0.5 -0.5 0.0
O -1.737297 6.291000 0.779949 -0.1 -1.1 0.7
O -4.906197 2.083790 1.080069 -1.7 0.1 1.3
C -4.352887 -2.402240 -7.253801 4.1 -1.0 -3.2
H -6.749777 5.362250 0.841709 0.0 -0.1 -0.1
O 2.057053 -2.335400 -3.122901 1.0 1.3 -0.6
H -2.121067 -6.366650 -2.809011 -0.4 0.0 -0.2
H -0.813407 3.345060 -1.093241 0.6 0.1 -0.3
H -4.696917 7.776710 2.519139 0.3 -0.2 0.0
O -0.228397 0.343290 4.231429 0.0 -0.8 1.6
H 0.608213 4.936050 0.367329 -0.1 -0.4 -0.2
H -3.269087 -3.775820 1.160069 0.3 -0.1 0.0
H -4.884927 7.353340 0.812309 0.0 -0.7 0.0
O -0.528457 -1.103650 -1.341471 -1.1 -0.7 -0.3
C -1.188777 0.357590 3.210669 -0.1 1.1 -0.8
O -0.305327 2.129490 -3.370141 1.6 0.2 0.1
H -8.306447 4.440710 0.995259 0.1 0.4 0.2
H -2.324137 0.045000 -1.638651 0.6 0.2 0.1
H 5.289283 -1.267760 -1.366731 -0.2 0.1 0.1
C 0.156153 -0.223330 -0.665921 -0.2 3.0 1.6
H 5.811723 2.265360 1.017099 0.5 -0.1 -0.2
O -5.606677 -2.548870 -7.101001 -3.7 -0.5 -0.6
O -2.235847 2.869770 -2.460201 0.4 -1.3 -2.5
H 4.586383 5.987850 3.397949 0.4 -0.2 -0.3
H -6.054137 -3.340810 -1.800021 0.5 -0.4 0.0
H 0.198763 -6.956010 4.059509 0.2 0.1 -0.2
O 3.227093 4.485150 3.292529 0.4 -1.3 1.0
C 1.155473 -6.648160 4.481459 0.0 1.6 0.1
H 8.909073 1.661180 5.724369 0.0 0.4 0.2
H -2.323897 -2.341460 3.906009 -0.2 -0.1 -0.3
H -2.754577 -4.077320 4.026029 -0.2 0.1 0.0
H -2.154467 -0.017180 3.549919 0.6 -0.7 0.1
H 9.395393 3.151550 4.790669 -0.1 0.2 0.9
C -1.978177 -0.962880 -1.409351 -0.3 0.0 -0.8
C -6.209047 -0.968730 1.337599 0.7 1.5 0.4
H -5.331387 -1.744750 -2.038341 -0.1 -0.1 0.1
H -2.913847 2.515870 0.716679 -0.3 0.3 -0.3
H 2.374193 0.463360 0.797789 -0.7 0.4 0.1
C 5.323393 -1.220760 -2.455181 0.2 -0.2 1.0
O 1.578413 0.935450 5.132549 2.6 0.3 2.5
O 0.009803 -5.158560 -0.206371 -2.4 -1.3 1.6
C 0.930483 0.975270 4.030679 -2.2 0.8 -2.6
C 1.445033 -4.553070 3.149069 -2.2 -0.8 1.0
H -7.547837 4.527410 -0.565451 0.3 0.3 -0.1
H -0.746067 -0.102180 2.327089 -0.6 -0.2 -0.1
H -6.264267 -2.753550 -9.116091 0.0 0.4 0.3
H 3.226353 1.754280 6.245119 -0.1 -1.0 -0.2
H 2.886283 -2.437420 1.210199 -0.1 0.1 0.1
H -0.130877 0.714460 -4.969371 -0.2 0.3 0.3
C 2.751923 1.844710 5.267969 -1.5 -0.3 -0.2
H -5.449267 -0.715660 0.598149 -0.3 -0.2 -0.4
H -2.290537 -1.586350 -2.247101 0.3 0.0 0.1
H -1.573017 -5.650400 -4.311251 -0.5 0.7 -0.1
C -2.518037 -1.820500 -5.890831 -0.5 0.6 0.3
O -2.240477 1.249550 -4.104841 1.4 1.8 2.0
O -3.921927 -1.815100 -6.203051 1.0 1.0 3.0
O 1.475203 -0.532730 -0.795371 -0.7 0.0 0.1
O -4.398607 -2.802940 3.609279 1.3 -0.5 0.9
C 3.308233 -2.444320 -2.689811 0.7 -4.2 1.1
H 4.580083 5.248210 -3.124931 0.3 -0.1 0.2
H -5.850337 -4.210450 -8.278911 0.1 0.0 0.0
C -1.582777 2.016990 -3.383551 -4.2 -0.1 0.1
O 6.984673 2.931400 3.849509 -0.6 -0.8 -0.7
O 2.271523 -4.002740 2.262609 0.7 -2.6 1.7
H 5.636923 -0.212610 -2.726171 -0.3 -0.4 -0.2
O 2.375933 6.261700 2.089589 0.7 -2.7 0.9
H -0.053107 -7.855060 -1.001641 0.4 -0.3 -0.1
O -0.733417 -7.140340 0.734049 -0.8 2.7 0.9
O 5.008013 1.792610 -1.522351 2.0 2.1 -0.6
H 0.297293 -8.873320 0.434159 -0.8 0.0 0.0
O -2.165927 4.569380 2.231479 -0.7 -0.5 0.1
C -4.180807 7.382210 1.643869 1.2 -0.2 -0.5
O 7.186253 2.442020 -1.506751 0.3 2.1 -0.7
C 7.690773 1.197330 -1.203731 0.6 -0.9 0.6
C -3.074957 -3.057560 4.239489 -0.8 0.9 -0.2
H -7.184657 -1.261810 0.949809 0.4 -0.3 0.0
O 7.036833 1.148700 2.360309 1.7 -0.1 0.3
C -1.587007 3.855950 -1.666501 0.6 -1.0 1.8
H -5.771297 -2.679760 -3.428451 0.1 -0.3 -0.1
H -2.545777 -1.304500 -0.543761 0.7 -0.1 0.4
H -0.777887 3.207880 1.456909 0.1 0.1 0.0
H -3.119957 1.034460 1.489539 -1.1 -0.2 0.3
C -5.443377 3.113550 0.442959 0.6 1.3 -2.2
O -6.751287 3.264580 0.841879 2.4 -0.6 0.1
C 4.485663 4.262390 -2.669571 -0.5 -0.2 -0.5
C -0.830897 -5.761590 0.491099 3.0 -0.1 -1.2
O -4.019437 -3.161080 -2.424831 -0.3 1.6 0.8
C 2.439053 0.399990 -0.288441 -0.1 0.3 1.1
C 0.425313 1.186110 -4.159251 1.5 -0.2 -0.1
H -0.995437 3.396360 3.220899 0.6 -0.1 -0.2
H 5.019773 4.664890 4.500519 -0.4 -1.0 -0.7
H -0.103327 4.665400 2.325639 -0.1 -0.2 -0.1
H -6.299737 -0.080370 1.962659 -0.4 0.4 -0.4
O -2.306387 -4.317080 -2.756821 1.0 -0.1 -0.6
C 2.557483 5.050400 2.311969 -0.5 3.2 -1.5
H 2.293663 2.831230 5.337809 0.5 0.2 -0.9
H 0.968893 -3.576090 -1.888121 0.6 -0.3 0.2
O 1.175593 1.538460 2.977439 0.7 -0.3 0.8
```
Positions in Å, forces in eV/Å.

- E: -4810.711111 a.u.
- ΔE to the lowest compared entry with this formula, charge and spin: 135.6 kcal per mole
- Max |F|: 0.1028 hartree/bohr
- Kohn-Sham gap: 0.392 Ha
- Lowest unoccupied orbital energy: 0.40 eV

Results of the Mulliken charge analysis, in e, for atoms 1 through 4: atom 1 (O): -0.444, atom 2 (H): 0.276, atom 3 (H): 0.276, atom 4 (H): 0.373